21
Properties=species:S:1:pos:R:3 method="wB97M-V/def2-TZVPD" e_above_lowest_kcal_mol=0.0 lumo_energy_ev=5.34 homo_lumo_gap_ha=0.210 charge=-2 homo_ev=-0.4
C -1.1575 -1.2220 0.9508
C 1.7271 0.7322 -0.9768
C -0.6280 0.8187 0.0456
N 0.2999 0.7044 -0.9080
O 2.0656 -0.4806 -3.4335
O 3.8784 -0.7912 -1.5428
O -2.9925 1.6219 0.9211
O 1.5381 -1.9515 -1.3353
O -1.7252 3.0987 -0.4780
O -2.7650 1.2035 -1.5042
P 2.4593 -0.7248 -1.9752
S -2.9102 -1.4436 1.0004
S -2.2066 1.7461 -0.2956
H -0.7387 -0.9440 1.9244
H -0.6729 -2.1070 0.3381
H 2.1008 1.5152 -1.5353
H 2.0636 0.7112 0.0608
H -0.4088 1.0955 1.0507
H -0.1410 0.6415 -1.9016
H 0.8887 -2.0269 -2.1410
H -3.3173 -0.0571 1.0751

=====

116
Properties=species:S:1:pos:R:3 method="wB97M-V/def2-TZVPD" e_above_lowest_kcal_mol=43.1 spin_multiplicity=2 lumo_energy_ev="3.43 / 2.00" homo_lumo_gap_ha="0.224 / 0.171" charge=-2 homo_ev="-2.7 / -2.7"
Ba -0.3386 1.1613 -0.2523
C -2.0932 -1.2415 7.7064
C -1.0714 -1.7542 6.6924
C -1.2219 -3.2793 6.5876
C 0.3358 -1.4143 7.2081
C -1.2563 -1.1423 5.3072
C -0.3845 -1.5283 4.2808
C -0.5271 -1.0768 2.9996
Se 0.7317 -1.6105 1.6546
C 2.1631 -0.6005 2.4533
C 3.1507 -1.2181 3.1944
C 4.1702 -0.4741 3.7872
C 4.1706 0.8993 3.5411
C 3.2050 1.5661 2.7903
C 2.1216 0.8132 2.2616
O 1.1158 1.3264 1.6484
C 3.2914 3.0714 2.5224
C 4.5281 3.7054 3.1596
C 3.3670 3.3117 1.0075
C 2.0523 3.7811 3.0909
C 5.2022 -1.1692 4.6762
C 6.2015 -0.1853 5.2831
C 5.9849 -2.2074 3.8612
C 4.4830 -1.8828 5.8315
C -1.6414 -0.1378 2.6870
O -1.8464 0.2126 1.5214
C -2.4828 0.3496 3.7933
C -2.2721 -0.2035 5.0289
C -3.5718 1.4170 3.6363
C -3.6167 2.1146 2.2696
C -3.3449 2.5132 4.6902
C -4.9375 0.7527 3.8671
H -1.9115 -1.7182 8.6724
H -3.1165 -1.4749 7.4038
H -2.0167 -0.1613 7.8478
H -1.0929 -3.7359 7.5727
H -0.4834 -3.7092 5.9105
H -2.2104 -3.5457 6.2071
H 0.4965 -1.8755 8.1866
H 0.4595 -0.3339 7.3093
H 1.1136 -1.7689 6.5314
H 0.4325 -2.2087 4.4903
H 3.1148 -2.2976 3.3052
H 4.9744 1.4891 3.9587
H 5.4537 3.2665 2.7778
H 4.5244 3.6070 4.2492
H 4.5412 4.7720 2.9199
H 4.2420 2.8112 0.5846
H 3.4415 4.3834 0.7977
H 2.4826 2.9291 0.5042
H 1.9746 3.6040 4.1685
H 1.1473 3.4149 2.6125
H 2.1250 4.8602 2.9200
H 6.7802 0.3274 4.5118
H 6.9026 -0.7266 5.9253
H 5.7011 0.5717 5.8914
H 6.5357 -1.7210 3.0534
H 5.3170 -2.9403 3.4067
H 6.6998 -2.7424 4.4962
H 3.8807 -1.1715 6.4022
H 5.2049 -2.3505 6.5099
H 3.8148 -2.6615 5.4588
H -2.9088 0.1107 5.8443
H -2.6652 2.5699 1.9946
H -4.3697 2.9059 2.3191
H -3.8898 1.4310 1.4691
H -2.3510 2.9507 4.5811
H -3.4386 2.1395 5.7116
H -4.0849 3.3051 4.5536
H -5.1099 -0.0349 3.1307
H -5.7336 1.4955 3.7671
H -5.0063 0.3051 4.8616
N 2.3874 -0.0491 -2.3274
C 2.2637 0.1890 -1.2029
H 2.4171 -0.3083 -3.2920
N -1.5960 -2.8879 0.2157
H -0.9570 -3.4810 -0.3088
H -1.6904 -2.0370 -0.3371
H -2.5047 -3.3348 0.1807
F 0.5033 -2.3023 -2.7842
As 1.5476 -3.7037 -2.7038
F 0.2509 -4.6012 -1.9500
F 0.9914 -4.2141 -4.2620
F 2.5865 -5.0856 -2.6168
F 2.8148 -2.7718 -3.4649
F 2.0931 -3.1871 -1.1382
O -0.8472 3.5016 -0.4192
S -0.7939 3.4436 -1.9449
O 0.0782 2.2413 -2.3200
O -2.1828 3.1302 -2.4086
O -0.2830 4.6597 -2.5348
C -5.4703 0.0686 -1.1322
C -4.6974 1.2481 -1.6917
O -3.9672 0.8556 -2.8491
P -2.3174 0.7825 -2.5942
O -2.2022 -0.8856 -2.4459
C -2.6447 -1.7727 -3.4719
C -2.9375 -3.1440 -2.9056
O -1.8939 0.7343 -4.1793
C -1.5291 1.8192 -5.0229
C -2.6867 2.1597 -5.9417
H -5.9763 0.3420 -0.2011
H -4.7856 -0.7572 -0.9278
H -6.2211 -0.2782 -1.8453
H -4.0183 1.6494 -0.9305
H -5.3686 2.0621 -1.9777
H -1.8640 -1.8438 -4.2318
H -3.5408 -1.3586 -3.9439
H -2.0242 -3.6402 -2.5808
H -3.4140 -3.7648 -3.6700
H -3.6121 -3.0697 -2.0487
H -0.6605 1.4817 -5.5939
H -1.2393 2.6961 -4.4536
H -2.9651 1.2997 -6.5555
H -2.4188 2.9905 -6.6005
H -3.5522 2.4496 -5.3443

=====

17
Properties=species:S:1:pos:R:3 method="wB97M-V/def2-TZVPD" e_above_lowest_kcal_mol=42.8 lumo_energy_ev=-3.57 smiles="C=C([NH3+])CCC=O" homo_lumo_gap_ha=0.403 charge=+1 homo_ev=-14.5
C 2.4482 0.2788 0.0639
C 1.1383 0.3220 -0.0843
N 0.5554 0.2077 -1.4454
C 0.1845 0.7917 1.0222
C -1.3038 0.5575 0.8529
C -1.6236 -0.9099 0.4860
O -1.4876 -1.3828 -0.6118
H 3.1292 -0.1491 -0.6628
H 2.8825 0.8560 0.8748
H -0.3509 -0.3421 -1.3756
H 0.2941 1.1385 -1.7730
H 1.1590 -0.2305 -2.1389
H 0.4837 0.1878 1.8904
H 0.4684 1.8081 1.3219
H -1.8903 1.1028 0.1005
H -1.7865 0.6042 1.8273
H -1.9292 -1.4879 1.3833

=====

21
Properties=species:S:1:pos:R:3 method="wB97M-V/def2-TZVPD" e_above_lowest_kcal_mol=56.0 lumo_energy_ev=-3.42 homo_lumo_gap_ha=0.325 charge=+1 homo_ev=-12.2
O 1.6560 1.0358 3.1488
C 2.1623 1.4105 2.1288
C 1.4991 1.0912 0.8064
N 0.3472 0.1743 1.0831
H 3.0880 2.0024 2.1229
H 1.0976 1.9852 0.3377
H 2.1823 0.6013 0.1187
H -0.2437 0.1883 0.2159
H 0.6307 -0.7752 1.3223
H -0.1649 0.5628 1.8881
C -0.3374 0.6273 -1.9868
C -0.6866 -0.6645 -1.9146
N -1.9563 -1.1732 -2.0956
C -2.3996 -2.2065 -1.1709
H -1.0910 1.3872 -2.1361
H 0.6979 0.9367 -1.9840
H 0.0475 -1.4496 -1.7393
H -2.6449 -0.4538 -2.2662
H -3.3299 -2.6282 -1.5430
H -1.6585 -3.0052 -1.1830
H -2.5531 -1.8363 -0.1551

=====

Please write out number 4 again, unchanged.
21
Properties=species:S:1:pos:R:3 method="wB97M-V/def2-TZVPD" e_above_lowest_kcal_mol=56.0 lumo_energy_ev=-3.42 homo_lumo_gap_ha=0.325 charge=+1 homo_ev=-12.2
O 1.6560 1.0358 3.1488
C 2.1623 1.4105 2.1288
C 1.4991 1.0912 0.8064
N 0.3472 0.1743 1.0831
H 3.0880 2.0024 2.1229
H 1.0976 1.9852 0.3377
H 2.1823 0.6013 0.1187
H -0.2437 0.1883 0.2159
H 0.6307 -0.7752 1.3223
H -0.1649 0.5628 1.8881
C -0.3374 0.6273 -1.9868
C -0.6866 -0.6645 -1.9146
N -1.9563 -1.1732 -2.0956
C -2.3996 -2.2065 -1.1709
H -1.0910 1.3872 -2.1361
H 0.6979 0.9367 -1.9840
H 0.0475 -1.4496 -1.7393
H -2.6449 -0.4538 -2.2662
H -3.3299 -2.6282 -1.5430
H -1.6585 -3.0052 -1.1830
H -2.5531 -1.8363 -0.1551